This record from OMol25 describes C16H23N5O3 in the gas phase. The level of theory is ωB97M-V/def2-TZVPD.

```
47
Properties=species:S:1:pos:R:3:forces:R:3:lowdin_charge:R:1
C -2.221 -2.739 1.288 -0.1 0.2 0.0 -0.012
C -1.820 -2.801 -0.152 -0.4 0.2 0.4 -0.350
C -0.639 -3.632 -0.502 0.4 -0.1 -0.2 -0.043
C 0.686 -2.999 -0.028 -0.6 -0.3 -0.1 -0.488
O 1.686 -3.675 0.082 0.3 -0.3 0.0 0.055
N 0.637 -1.683 0.232 0.0 0.5 0.0 0.079
C 1.810 -0.936 0.619 0.2 0.1 -0.1 -0.148
C 2.207 0.062 -0.475 0.0 -0.1 0.2 -0.183
N 3.299 0.912 -0.039 -0.1 0.0 -0.1 -0.178
C 4.587 0.236 -0.077 0.2 0.2 0.2 -0.166
C 5.655 1.162 0.503 0.0 -0.4 0.0 -0.198
O 5.732 2.373 -0.212 0.1 0.0 -0.1 -0.134
C 4.485 3.024 -0.206 -0.4 0.1 -0.2 -0.202
C 3.390 2.142 -0.808 0.2 0.2 0.2 -0.176
N -2.370 -2.176 -1.117 0.5 0.0 -0.9 0.106
N -3.311 -1.200 -0.843 -0.3 -0.3 0.4 0.065
C -3.005 -0.100 -0.112 0.1 -0.2 -0.1 -0.425
O -1.949 0.016 0.491 -0.1 0.2 0.0 0.047
C -4.075 0.936 -0.069 -0.2 0.5 0.1 -0.128
C -4.221 1.679 1.100 0.0 -0.2 -0.2 0.007
C -5.217 2.640 1.155 0.2 -0.1 0.2 -0.131
N -6.032 2.898 0.148 -0.4 0.4 0.0 0.063
C -5.881 2.209 -0.969 0.0 -0.2 -0.3 -0.139
C -4.925 1.218 -1.136 0.1 0.0 0.2 -0.013
H -3.304 -2.641 1.372 0.0 0.0 0.0 0.090
H -1.777 -1.867 1.770 0.0 -0.1 0.0 0.082
H -1.890 -3.630 1.813 0.0 -0.1 0.0 0.088
H -0.694 -4.624 -0.053 0.0 0.0 0.0 0.127
H -0.567 -3.741 -1.586 0.0 0.0 0.1 0.128
H -0.219 -1.152 0.120 0.0 -0.1 0.0 0.096
H 2.603 -1.663 0.795 -0.1 0.1 0.1 0.109
H 1.610 -0.386 1.543 0.1 0.0 0.0 0.130
H 1.343 0.702 -0.676 0.0 0.0 -0.1 0.120
H 2.450 -0.487 -1.401 -0.1 0.0 0.0 0.132
H 4.537 -0.673 0.523 0.1 0.0 0.0 0.120
H 4.864 -0.036 -1.111 0.0 0.0 0.1 0.133
H 6.642 0.703 0.436 -0.1 0.0 0.1 0.125
H 5.416 1.368 1.557 0.0 0.0 -0.1 0.127
H 4.611 3.936 -0.792 -0.1 0.0 0.1 0.124
H 4.205 3.285 0.825 0.0 0.0 -0.1 0.126
H 2.434 2.666 -0.755 0.0 0.0 0.0 0.123
H 3.630 1.943 -1.868 0.0 0.0 0.0 0.131
H -4.070 -1.173 -1.509 0.2 0.1 0.2 0.137
H -3.563 1.497 1.935 0.1 0.0 0.1 0.118
H -5.371 3.235 2.046 0.1 0.0 0.1 0.109
H -6.560 2.464 -1.771 0.0 0.0 -0.1 0.108
H -4.837 0.712 -2.086 0.0 0.0 -0.1 0.108
```
Forces are in eV/Å.

* SMILES: C/C(CC(=O)NCCN1CCOCC1)=N\NC(=O)c1ccncc1
* net charge: 0
* multiplicity: 1
* HOMO energy: -8.749 eV
* DFT total energy: -1122.978497 Ha
* relative energy (zero: lowest compared OMol25 entry of this formula, charge and spin): 69.4 kcal/mol

---

This record from OMol25 describes C20H26FN5O3 in the gas phase. The level of theory is ωB97M-V/def2-TZVPD.

```
55
Properties=species:S:1:pos:R:3:forces:R:3:lowdin_charge:R:1
C -2.054 1.201 2.995 -0.1 0.1 0.1 -0.052
C -1.168 0.398 2.069 0.0 -0.2 0.1 -0.294
C 0.298 0.529 2.452 -0.1 0.5 0.2 -0.102
N 1.088 -0.295 1.571 0.4 -0.1 -0.1 -0.023
C 1.718 -1.395 2.029 0.1 -0.2 0.1 -0.410
O 1.691 -1.742 3.200 0.0 -0.1 0.1 0.064
C 2.423 -2.243 1.004 -0.1 0.2 0.0 -0.178
N 3.732 -2.201 0.846 0.1 0.1 0.1 0.122
N 3.978 -3.081 -0.130 0.0 -0.1 -0.1 -0.010
C 2.870 -3.674 -0.607 0.1 0.1 0.0 -0.027
C 1.818 -3.149 0.102 -0.1 -0.1 0.0 -0.134
C 0.399 -3.467 -0.034 0.1 0.0 0.0 -0.187
C -0.175 -3.693 -1.278 0.1 0.0 -0.2 -0.023
C -1.532 -3.947 -1.352 0.0 0.0 -0.4 -0.153
N -2.335 -3.982 -0.300 -0.4 -0.1 0.0 0.057
C -1.780 -3.774 0.883 -0.1 0.0 0.4 -0.145
C -0.434 -3.518 1.075 0.0 0.1 0.2 -0.009
C 1.026 0.152 0.196 0.0 0.4 -0.1 -0.113
C -0.402 0.037 -0.326 0.1 0.0 -0.3 -0.075
C -1.431 0.715 0.584 -0.2 -0.2 0.5 -0.237
N -1.700 2.139 0.298 0.5 -0.2 -0.5 -0.065
C -3.012 2.367 -0.276 -0.2 -0.1 -0.3 -0.058
C -0.702 3.062 -0.019 -0.9 0.8 0.3 -0.394
O 0.117 3.459 0.781 0.7 -0.7 0.0 0.100
C -0.787 3.758 -1.385 -0.4 0.4 -0.1 -0.130
O -0.098 3.067 -2.399 0.1 -0.2 0.1 -0.117
C 1.288 3.340 -2.418 0.0 0.0 0.1 -0.204
C 1.907 2.550 -3.525 0.2 -0.3 -0.1 -0.161
F 1.923 1.175 -3.224 0.0 0.6 -0.1 -0.060
H -1.805 2.262 2.945 0.0 0.0 0.0 0.084
H -3.110 1.088 2.733 0.0 0.0 0.0 0.079
H -1.928 0.868 4.026 0.0 0.0 0.0 0.084
H -1.403 -0.668 2.187 -0.1 0.0 0.0 0.145
H 0.625 1.568 2.345 0.0 0.0 0.0 0.129
H 0.473 0.241 3.483 -0.1 -0.2 0.0 0.129
H 4.921 -3.248 -0.425 0.1 0.1 0.0 0.151
H 2.912 -4.417 -1.383 0.0 -0.1 0.0 0.128
H 0.423 -3.645 -2.180 0.0 0.0 0.0 0.114
H -2.007 -4.118 -2.312 0.1 0.0 0.0 0.105
H -2.453 -3.816 1.733 0.0 0.0 0.0 0.108
H -0.040 -3.357 2.071 0.0 0.0 0.0 0.117
H 1.337 1.199 0.197 0.0 0.1 -0.1 0.116
H 1.736 -0.375 -0.425 0.0 -0.3 -0.1 0.123
H -0.468 0.438 -1.342 0.0 0.1 0.1 0.124
H -0.669 -1.020 -0.401 0.0 0.0 0.1 0.104
H -2.386 0.229 0.369 0.0 0.1 -0.1 0.143
H -3.198 3.433 -0.389 -0.1 0.0 0.1 0.090
H -3.154 1.875 -1.248 0.0 0.0 0.0 0.104
H -3.758 1.982 0.417 0.0 0.0 0.0 0.090
H -1.820 3.831 -1.723 0.1 0.0 -0.1 0.108
H -0.399 4.777 -1.279 0.1 -0.1 0.1 0.134
H 1.459 4.406 -2.624 0.0 0.0 0.0 0.135
H 1.761 3.105 -1.458 0.0 0.0 0.0 0.128
H 1.344 2.691 -4.450 0.0 -0.1 0.1 0.125
H 2.937 2.884 -3.680 0.0 -0.2 0.0 0.122
```
Forces are in eV/Å.

* SMILES: C[C@@H]1CN(C(=O)c2n[nH]cc2-c2ccncc2)CC[C@@H]1N(C)C(=O)COCCF
* net charge: 0
* multiplicity: 1
* HOMO energy: -8.942 eV
* DFT total energy: -1377.068374 Ha
* relative energy (zero: lowest compared OMol25 entry of this formula, charge and spin): 27.1 kcal/mol